[1]
{
  "formula": "C37H34N6O3Pd",
  "method": "ωB97M-V/def2-TZVPD",
  "elements": ["Pd", "O", "C", "C", "O", "O", "C", "C", "C", "C", "C", "C", "C", "C", "C", "C", "C", "C", "H", "H", "H", "H", "H", "H", "H", "H", "H", "H", "H", "N", "C", "C", "C", "C", "C", "C", "C", "C", "C", "C", "C", "C", "N", "C", "C", "C", "C", "N", "H", "H", "H", "H", "H", "H", "H", "H", "H", "H", "C", "C", "N", "C", "N", "C", "C", "C", "N", "C", "H", "H", "H", "H", "H", "H", "H", "H", "H", "H", "H", "H", "H"],
  "positions_angstrom": [[0.302, 2.251, -0.611], [-2.998, -4.749, 6.020], [-3.030, -3.998, 4.926], [1.100, -0.573, -4.591], [1.905, -0.789, -3.759], [0.289, -0.287, -5.331], [-2.605, -4.595, 3.628], [-2.678, -6.002, 3.441], [-2.317, -6.587, 2.228], [-1.875, -5.714, 1.203], [-1.929, -4.302, 1.341], [-2.226, -3.708, 2.583], [-3.136, -2.607, 5.248], [-3.715, -1.700, 4.408], [-3.923, -0.341, 4.750], [-3.483, 0.132, 5.955], [-2.764, -0.782, 6.843], [-2.657, -2.112, 6.527], [-3.159, -5.757, 5.925], [-3.314, -6.598, 4.122], [-2.375, -7.608, 1.954], [-1.611, -6.231, 0.302], [-1.721, -3.686, 0.519], [-2.319, -2.645, 2.719], [-4.210, -1.991, 3.488], [-4.470, 0.385, 4.121], [-3.621, 1.127, 6.276], [-2.312, -0.396, 7.766], [-2.215, -2.797, 7.239], [3.520, 4.444, -10.157], [3.199, 4.449, -9.054], [2.837, 4.234, -7.726], [2.835, 2.909, -7.171], [2.286, 2.533, -6.005], [1.724, 3.574, -5.259], [1.791, 4.906, -5.633], [2.261, 5.197, -6.924], [1.332, 3.282, -3.818], [2.335, 3.014, -2.878], [3.810, 3.091, -3.149], [4.430, 2.757, -1.979], [3.603, 2.646, -0.954], [2.217, 2.785, -1.478], [-0.076, 3.465, -3.317], [-0.957, 3.997, -4.418], [-2.231, 3.779, -3.681], [-1.981, 3.247, -2.463], [-0.668, 2.979, -2.158], [3.046, 2.174, -7.993], [2.292, 1.548, -5.607], [1.389, 5.684, -4.988], [2.157, 6.240, -7.201], [4.053, 3.383, -4.136], [5.504, 2.661, -1.820], [4.048, 2.056, -0.097], [-0.907, 4.685, -5.248], [-3.254, 3.914, -3.828], [-2.809, 3.238, -1.711], [1.865, -2.750, 0.968], [0.954, -2.303, -0.234], [0.666, -0.895, -0.185], [0.531, -0.311, 1.064], [0.759, 0.999, 1.132], [0.747, 1.575, 2.419], [0.909, 0.607, 3.533], [-0.090, -0.500, 3.354], [0.215, -1.109, 2.065], [0.964, -2.460, 2.157], [2.719, -2.137, 0.893], [2.042, -3.839, 0.949], [0.040, -2.981, -0.265], [1.389, -2.521, -1.196], [1.106, -0.320, -0.885], [-0.300, 2.065, 2.531], [1.425, 2.450, 2.453], [0.840, 1.113, 4.467], [1.938, 0.223, 3.516], [-1.152, -0.111, 3.459], [0.079, -1.296, 4.123], [0.126, -3.224, 2.221], [1.513, -2.488, 3.074]],
  "forces_ev_per_a": [[1.1, -1.1, 1.4], [-1.3, -1.3, -0.8], [1.9, -1.9, 0.5], [2.1, -0.3, 2.8], [-0.8, 0.0, -1.0], [-1.4, 0.3, -1.7], [-1.0, 0.8, 0.6], [-1.1, -0.2, -0.4], [0.7, 2.7, 0.0], [-0.8, 0.4, 1.2], [0.0, -1.4, 1.6], [-0.7, -2.1, -0.6], [0.6, 0.7, 1.5], [-1.5, 1.7, -1.3], [-0.2, 0.1, -0.1], [1.7, -2.5, 1.3], [-0.7, 1.0, -0.8], [-0.3, -0.3, -0.6], [0.8, 2.2, -0.3], [0.9, 0.2, -0.1], [-0.2, -0.9, 0.4], [0.2, 0.4, -0.6], [0.3, 0.7, -1.0], [0.4, 0.1, -0.1], [0.3, -0.3, 0.0], [0.3, -0.9, 0.0], [-0.2, 1.0, 0.1], [-0.4, -0.2, -0.4], [0.1, 0.0, -0.1], [0.0, 0.3, -0.1], [0.7, -0.3, -1.3], [-1.5, -1.1, 3.1], [0.6, -0.5, -4.8], [-0.5, 1.7, 0.9], [0.3, 0.0, 2.9], [-0.3, -0.8, -1.2], [0.0, 1.4, 0.9], [-0.4, -0.2, 2.2], [2.1, 0.4, 1.3], [-4.0, 0.0, -1.0], [3.6, 0.6, 0.2], [-1.1, -1.7, 0.5], [-0.1, -0.4, -0.9], [2.1, -0.8, -1.8], [-4.7, -0.9, 5.1], [2.3, 0.2, -2.1], [-1.8, 0.1, 2.2], [1.3, 2.4, -4.8], [0.4, 0.3, 1.4], [0.0, -0.7, -0.1], [0.1, -0.1, -0.2], [0.3, -0.1, -0.5], [1.2, 0.1, -0.5], [-0.2, 0.0, -0.3], [-1.8, 1.2, -0.3], [0.7, -0.4, -0.1], [-1.3, 0.8, -1.3], [1.1, -0.5, -0.5], [-3.0, -0.1, -1.0], [-0.4, -2.1, -0.2], [-0.3, -0.2, 1.0], [1.3, 2.5, -2.7], [-0.4, -1.7, -1.4], [-2.3, 2.8, 0.6], [1.1, 0.0, 0.3], [-0.2, -0.5, 1.1], [0.2, -2.5, 1.2], [-1.8, 0.0, -0.2], [1.3, 0.4, 0.4], [0.3, 0.6, -0.1], [0.7, 1.1, 0.3], [0.5, 0.1, -0.3], [0.1, 0.1, 0.1], [1.4, -0.5, 0.2], [0.0, -0.7, 0.1], [-0.4, 0.4, 0.8], [-0.2, -0.3, -0.1], [1.1, -0.6, -0.4], [-0.4, 0.7, -0.5], [1.4, 0.7, -0.1], [0.3, 0.2, 0.7]],
  "mulliken_spin": [0.9369, 0.0000, 0.0000, -0.0035, 0.0003, 0.0000, -0.0003, -0.0001, 0.0001, -0.0001, 0.0006, -0.0007, 0.0000, 0.0001, -0.0001, 0.0001, 0.0000, 0.0000, 0.0000, 0.0000, 0.0000, 0.0000, -0.0002, 0.0005, 0.0000, 0.0000, 0.0000, 0.0000, 0.0000, 0.0058, -0.0013, 0.0106, -0.0114, 0.0147, 0.0167, 0.0661, 0.0008, 0.3316, 0.1028, 0.3734, 0.0762, 0.2851, 0.6809, 0.3711, 0.3390, -0.0634, 0.3329, 0.1117, -0.0001, -0.0008, -0.0051, 0.0010, 0.0387, 0.0044, -0.0033, -0.0013, 0.0093, -0.0099, -0.0002, 0.0032, 0.0014, 0.0001, -0.0139, 0.0069, -0.0008, 0.0043, -0.0176, -0.0017, 0.0006, -0.0001, 0.0000, 0.0004, 0.0104, 0.0057, -0.0063, -0.0009, 0.0004, -0.0017, 0.0001, 0.0008, -0.0004],
  "relative_energy_ev": 4.702,
  "spin_multiplicity": 5,
  "s_squared": 6.0576,
  "gap_ev": [4.4, 5.5],
  "homo_ha": [-0.42402, -0.47967],
  "e_lumo_ev": [-7.17, -7.50],
  "total_charge": 2
}

[2]
{
  "formula": "C37H35Br2N9S2Tc",
  "method": "ωB97M-V/def2-TZVPD",
  "elements": ["Tc", "C", "N", "C", "C", "N", "C", "C", "C", "C", "C", "C", "C", "S", "C", "C", "C", "C", "C", "C", "S", "H", "H", "H", "H", "H", "H", "H", "H", "H", "H", "H", "H", "H", "H", "H", "H", "H", "H", "Br", "C", "C", "C", "N", "C", "C", "C", "C", "C", "Br", "C", "C", "N", "H", "H", "H", "H", "H", "H", "C", "C", "N", "C", "C", "N", "C", "N", "N", "N", "C", "C", "C", "C", "C", "C", "H", "H", "H", "H", "H", "H", "H", "H", "H", "H", "H"],
  "positions_angstrom": [[0.264, -1.674, 0.102], [1.324, 0.917, 1.552], [1.006, -0.473, 1.951], [2.233, -1.226, 2.358], [3.081, -1.578, 1.169], [2.355, -2.451, 0.208], [2.176, -1.918, -2.279], [2.198, -3.844, 0.648], [3.068, -4.472, 1.524], [2.909, -5.820, 1.821], [1.894, -6.554, 1.230], [1.010, -5.931, 0.361], [1.145, -4.576, 0.080], [-0.078, -3.778, -0.914], [0.124, -0.550, 3.104], [0.130, 0.374, 4.130], [-0.679, 0.175, 5.248], [-1.470, -0.962, 5.365], [-1.468, -1.901, 4.349], [-0.688, -1.685, 3.208], [-0.781, -2.799, 1.888], [1.880, 1.452, 2.326], [0.404, 1.459, 1.338], [1.932, 0.911, 0.649], [1.924, -2.128, 2.884], [2.822, -0.619, 3.052], [4.017, -2.025, 1.501], [3.342, -0.665, 0.651], [2.797, -1.630, -3.128], [0.556, -0.619, -2.327], [1.485, -2.678, -2.608], [3.890, -3.938, 1.983], [3.595, -6.294, 2.511], [1.773, -7.605, 1.456], [0.196, -6.484, -0.092], [0.761, 1.253, 4.089], [-0.677, 0.915, 6.038], [-2.081, -1.117, 6.243], [-2.074, -2.796, 4.412], [6.265, 0.317, -1.408], [4.506, -0.418, -1.422], [4.387, -1.719, -1.164], [3.078, -2.457, -1.167], [1.405, -0.771, -1.779], [2.141, 0.460, -1.847], [3.470, 0.580, -1.673], [1.311, 1.635, -2.227], [1.863, 2.837, -2.652], [1.006, 3.854, -3.038], [1.709, 5.501, -3.614], [-0.360, 3.641, -3.027], [-0.808, 2.395, -2.625], [-0.007, 1.416, -2.220], [5.282, -2.298, -0.971], [3.301, -3.495, -1.400], [3.858, 1.586, -1.748], [2.932, 2.983, -2.717], [-1.054, 4.409, -3.338], [-1.866, 2.163, -2.647], [-2.559, 0.554, 1.396], [-2.495, 0.019, 0.014], [-1.610, -0.851, -0.481], [-2.035, -1.155, -1.768], [-3.175, -0.486, -2.034], [-3.454, 0.256, -0.906], [-4.614, 1.140, -0.788], [-4.491, 2.355, -1.534], [-5.267, 2.492, -2.656], [-5.091, 3.645, -3.147], [-4.201, 4.345, -2.352], [-3.707, 5.644, -2.476], [-2.814, 6.074, -1.518], [-2.415, 5.236, -0.462], [-2.897, 3.950, -0.327], [-3.812, 3.520, -1.288], [-1.576, 0.581, 1.841], [-3.187, -0.089, 2.019], [-2.979, 1.557, 1.426], [-1.532, -1.880, -2.388], [-3.801, -0.461, -2.912], [-4.811, 1.347, 0.259], [-5.469, 0.624, -1.215], [-4.031, 6.280, -3.289], [-2.414, 7.078, -1.570], [-1.709, 5.616, 0.265], [-2.568, 3.322, 0.491]],
  "forces_ev_per_a": [[-0.5, -2.2, 2.0], [0.1, 0.1, 0.1], [-0.4, 0.3, -0.3], [0.1, -0.2, -0.2], [-0.1, 0.1, 0.2], [-0.1, 0.3, -0.1], [0.1, 0.0, 0.1], [0.1, -0.2, 0.1], [0.1, 0.3, -0.1], [-0.1, -0.1, 0.0], [0.0, 0.0, 0.0], [0.0, -0.1, 0.0], [0.0, 0.1, -0.3], [-0.1, 0.7, 0.5], [-0.3, -0.2, 0.1], [0.0, 0.2, 0.2], [0.0, 0.0, 0.0], [0.1, 0.1, 0.0], [0.1, 0.0, -0.3], [0.0, 0.4, 0.4], [1.0, 0.7, -1.8], [0.0, 0.0, 0.0], [0.0, -0.1, 0.0], [0.0, 0.0, 0.0], [-0.1, 0.0, 0.0], [-0.1, 0.0, 0.0], [0.1, 0.0, -0.1], [0.0, 0.0, -0.1], [0.0, 0.0, 0.0], [0.0, 0.1, -0.1], [-0.2, -0.1, -0.1], [-0.1, 0.0, 0.0], [0.0, 0.0, 0.0], [0.0, 0.0, 0.0], [0.0, 0.0, 0.0], [-0.1, 0.0, 0.0], [0.0, 0.0, 0.0], [0.0, 0.0, 0.0], [0.0, 0.0, 0.0], [-0.3, -0.1, 0.0], [0.4, 0.0, 0.1], [0.1, -0.2, 0.1], [0.1, 0.2, -0.2], [-0.3, 0.0, 0.2], [0.2, 0.1, 0.1], [-0.2, 0.0, -0.1], [-0.2, 0.1, -0.1], [0.1, 0.0, 0.1], [0.1, 0.1, 0.0], [-0.1, -0.1, 0.1], [-0.1, 0.0, 0.0], [-0.1, 0.0, 0.0], [0.1, -0.1, 0.0], [0.0, 0.0, 0.0], [0.0, -0.1, 0.1], [0.0, -0.1, 0.0], [-0.1, 0.1, 0.0], [0.0, 0.0, 0.0], [0.0, 0.0, 0.0], [-0.1, -0.1, 0.0], [-0.1, 0.0, -0.1], [0.4, 0.2, -0.5], [-0.2, -0.2, 0.0], [0.1, 0.1, -0.2], [0.2, 0.0, 0.0], [-0.2, 0.1, 0.0], [0.0, -0.1, 0.2], [0.3, 0.1, -0.1], [-0.1, 0.0, 0.0], [0.1, -0.3, 0.3], [0.0, 0.1, -0.1], [0.0, 0.1, -0.1], [0.0, -0.1, 0.1], [0.0, -0.1, 0.1], [-0.1, 0.1, -0.4], [0.2, 0.0, 0.1], [0.0, 0.0, 0.0], [0.0, 0.0, 0.0], [0.0, 0.1, 0.0], [0.0, 0.0, 0.1], [0.1, 0.0, 0.1], [-0.1, -0.1, 0.1], [0.0, 0.0, 0.0], [0.0, 0.0, 0.0], [0.0, 0.0, 0.0], [0.0, 0.1, 0.0]],
  "mulliken_spin": [0.4819, -0.0017, -0.0137, -0.0039, -0.0009, 0.0030, 0.0049, 0.0495, -0.0184, 0.0615, -0.0280, 0.0561, -0.0219, 0.4028, 0.0138, -0.0055, 0.0099, -0.0033, 0.0090, -0.0199, 0.0271, 0.0011, -0.0059, 0.0036, 0.0005, -0.0004, 0.0011, 0.0045, 0.0006, -0.0122, -0.0042, 0.0022, 0.0019, -0.0002, -0.0008, 0.0005, 0.0002, 0.0002, -0.0003, 0.0000, -0.0008, 0.0003, 0.0247, -0.0052, -0.0008, -0.0011, -0.0135, 0.0005, -0.0001, 0.0000, 0.0000, -0.0003, -0.0006, 0.0001, -0.0034, -0.0003, 0.0000, 0.0001, 0.0002, -0.0036, -0.0024, 0.0018, 0.0126, -0.0046, 0.0009, -0.0004, 0.0000, 0.0000, 0.0000, 0.0001, 0.0000, 0.0001, 0.0000, 0.0000, -0.0001, 0.0012, 0.0010, -0.0003, -0.0009, -0.0002, 0.0000, 0.0000, 0.0000, 0.0000, 0.0000, 0.0001],
  "spin_multiplicity": 2,
  "s_squared": 0.8715,
  "gap_ev": [5.7, 5.4],
  "homo_ha": [-0.49487, -0.49492],
  "e_lumo_ev": [-7.74, -8.03],
  "total_charge": 2
}